DFT (the ωB97M-V functional and the def2-TZVPD basis) results for a structure of composition C26H36Cl2CoOP2Sb.

As for the multiplicity: 5. The calculation puts the HOMO energy (spin up / spin down) at -14.322 / -14.334 eV. The value obtained for the frontier orbital gap (spin up / spin down) is 5.21 / 5.08 eV. Its charge is +2.

Atoms and positions in Å:
C1 -0.30420 2.67075 -4.45667
C2 -0.37519 2.22881 -3.02158
H1 -0.43553 3.79957 -4.69645
H2 -1.09314 2.17305 -5.09260
H3 0.69061 2.37561 -4.92710
O1 -0.54279 2.73498 -1.91910
Cl1 0.11963 -0.42839 -4.54320
Co1 -0.12049 0.08692 -2.54920
P1 -2.31418 0.37922 -1.67984
C3 -2.94072 1.34436 -0.26119
C4 -3.31858 1.04572 -3.04985
H4 -4.38023 1.00394 -2.76646
H5 -4.16043 -1.18053 -1.41523
H6 -3.10668 0.38777 -3.89506
H7 -2.72779 -1.95842 -2.23480
H8 -2.43912 2.31661 -0.19085
H9 -3.00965 2.07861 -3.23929
C5 -3.05103 -1.28637 -1.40850
H10 -4.02384 1.50668 -0.39034
H11 -2.71021 -1.68922 -0.45939
H12 -2.78051 0.77237 0.66311
P2 2.10428 0.87976 -1.76770
C6 2.74301 1.76428 -0.27946
C7 3.09221 -0.67127 -1.80570
H13 2.85858 1.33489 -4.03946
H14 3.84155 2.20782 -2.81989
H15 2.18957 2.78404 -3.20597
C8 2.81844 1.88546 -3.10132
H16 2.82754 -1.21805 -2.71890
H17 4.16568 -0.39529 -1.82110
H18 3.81512 2.04261 -0.41964
H19 2.65822 1.13069 0.60900
H20 2.87725 -1.28246 -0.90693
H21 2.18153 2.70191 -0.10829
Cl2 -0.15266 -2.60325 -1.91927
C9 -3.23974 -2.64295 3.31664
C10 -3.09520 -1.25592 3.34956
C11 -2.25744 -0.60264 2.44425
C12 -1.51922 -1.36728 1.50884
C13 -1.74344 -2.73095 1.42027
C14 -2.58845 -3.38008 2.32978
Sb1 0.07269 -0.48597 0.18036
C15 0.18079 1.21958 1.66911
C16 -0.01881 2.54951 1.30642
C17 0.09165 3.57928 2.25235
C18 0.46515 3.31758 3.54443
C19 0.65846 1.98329 3.93418
C20 0.46251 0.93641 3.01782
C21 1.49055 -2.07678 1.09196
C22 2.52001 -1.60612 1.94658
C23 3.52760 -2.50729 2.37904
C24 3.53329 -3.83875 1.90422
C25 2.51585 -4.29366 1.04415
C26 1.46678 -3.42320 0.71505
H22 -3.91263 -3.16753 4.05027
H23 -3.64403 -0.67192 4.07668
H24 -2.19301 0.47453 2.46867
H25 -1.26768 -3.32797 0.63584
H26 -2.74667 -4.46955 2.25611
H27 -0.26517 2.81584 0.25329
H28 -0.11155 4.60550 1.95660
H29 0.62686 4.13248 4.28234
H30 0.95943 1.76411 4.96973
H31 0.52734 -0.10087 3.38375
H32 2.58491 -0.54699 2.26888
H33 4.31748 -2.14740 3.03523
H34 4.37893 -4.51894 2.16837
H35 2.55843 -5.30260 0.60075
H36 0.66809 -3.83596 0.07669

---

DFT (the ωB97M-V functional and the def2-TZVPD basis) results for a cluster of 5 separate species, C35H66Cl2FN2O8PS in total.

The calculation puts the HOMO energy at -7.654 eV. The value obtained for the frontier orbital gap is 8.04 eV.

Atoms and positions in Å:
C1 -1.82453 3.14429 2.93891
C2 -0.48728 2.42452 3.10617
C3 -0.64383 0.91262 3.22976
N1 -0.44034 0.27830 1.92392
C4 -0.91329 -1.07246 1.75450
P1 -2.77882 -0.76884 1.20836
C5 -3.87258 -0.82023 2.68245
C6 -5.34387 -0.72289 2.25513
C7 -3.60697 -1.95780 0.05733
C8 -4.55683 -1.21475 -0.90218
C9 -0.91106 -1.93545 3.06156
O1 -1.62617 -1.75955 4.00913
N2 0.05376 -2.93551 3.00031
C10 1.02572 -2.49699 2.04374
O2 1.78026 -1.47255 2.59511
C11 2.28790 -1.67613 3.94459
C12 3.76077 -1.21218 4.05084
C13 4.58114 -2.37263 4.63521
C14 4.04476 0.04813 4.89985
C15 3.01408 1.16251 4.76550
C16 5.40907 0.62758 4.50084
S1 2.28539 -3.92436 1.76927
C17 2.34435 -4.47223 0.07797
O3 1.80417 -5.00156 2.60572
O4 3.57702 -3.34861 2.02949
C18 0.13148 -1.92785 0.84845
C19 0.90075 -1.10220 -0.17239
Cl1 2.63202 -1.09018 -0.06486
C20 0.44015 -0.38517 -1.17189
C21 1.27736 0.39957 -2.13372
Cl2 -1.26795 -0.21210 -1.41135
C22 -0.63883 -3.17121 0.22509
C23 -0.64292 -3.37175 -1.28339
F1 -0.12806 -4.37774 0.76419
H1 -2.35381 2.75959 2.05873
H2 -2.46825 2.94255 3.79897
H3 -1.70815 4.22258 2.83830
H4 0.01213 2.79546 4.00583
H5 0.16482 2.63637 2.25139
H6 -1.63403 0.68436 3.64191
H7 0.08846 0.50063 3.91453
H8 -0.95492 0.84483 1.24907
H9 -3.73310 -1.68464 3.32672
H10 -3.61970 0.05184 3.28869
H11 -5.66186 -1.58073 1.66100
H12 -5.96421 -0.72349 3.15462
H13 -5.55719 0.18704 1.68960
H14 -4.16574 -2.71755 0.61805
H15 -2.89881 -2.53242 -0.51883
H16 -4.18563 -1.25862 -1.92571
H17 -5.55477 -1.64950 -0.87227
H18 -4.64633 -0.15786 -0.63610
H19 -0.18748 -3.91268 3.07275
H20 1.62670 -1.14141 4.63240
H21 2.21295 -2.73216 4.20684
H22 4.09461 -1.01632 3.02677
H23 4.16167 -2.66907 5.60389
H24 4.55445 -3.23890 3.98031
H25 5.62023 -2.08799 4.81410
H26 4.10404 -0.25407 5.95337
H27 3.40617 2.08925 5.19587
H28 2.80800 1.36249 3.70805
H29 2.07304 0.93691 5.26341
H30 5.29941 1.22439 3.58816
H31 5.80428 1.29026 5.27386
H32 6.14558 -0.14761 4.28236
H33 1.92461 -5.47335 0.04203
H34 1.81333 -3.80314 -0.58911
H35 3.40717 -4.46963 -0.16032
H36 0.66003 0.75241 -2.95589
H37 2.09587 -0.19925 -2.53424
H38 1.71757 1.26991 -1.64122
H39 -1.64794 -3.14815 0.61671
H40 -1.52250 -2.94233 -1.75532
H41 0.23228 -2.94226 -1.77047
H42 -0.65593 -4.44896 -1.46142
C24 4.29714 1.21739 -6.30943
C25 3.12427 1.47938 -5.39922
O5 3.26141 1.65169 -4.21031
C26 1.76154 1.52252 -6.05192
H43 5.21458 1.21326 -5.72622
H44 4.17588 0.25687 -6.81304
H45 4.34830 1.98637 -7.08267
H46 1.55006 0.57296 -6.54648
H47 1.74460 2.30300 -6.81483
H48 1.00128 1.72477 -5.30109
C27 0.73364 3.20344 -9.91005
C28 2.19521 3.57495 -9.83041
O6 3.04733 2.75274 -9.58719
C29 2.53479 5.02581 -10.06958
H49 0.61253 2.13956 -9.72208
H50 0.16048 3.77513 -9.17761
H51 0.33810 3.44901 -10.89706
H52 2.02059 5.65583 -9.34154
H53 2.19734 5.33066 -11.06169
H54 3.60861 5.17179 -9.98714
C30 -4.04955 -5.04278 -3.53193
C31 -5.08508 -4.03492 -3.97409
O7 -5.47359 -3.16199 -3.23530
C32 -5.60338 -4.17687 -5.38472
H55 -3.75571 -4.84111 -2.50434
H56 -4.45341 -6.05411 -3.60452
H57 -3.17455 -4.99240 -4.18291
H58 -6.06029 -5.15897 -5.51868
H59 -4.77965 -4.09928 -6.09663
H60 -6.33700 -3.40086 -5.58675
C33 -1.86771 6.12751 6.88228
C34 -1.94558 6.35802 5.39182
O8 -2.64564 5.67972 4.67918
C35 -1.09562 7.47755 4.83898
H61 -2.51570 5.30048 7.16067
H62 -0.84001 5.90334 7.17381
H63 -2.17099 7.02906 7.41766
H64 -0.04343 7.29605 5.06559
H65 -1.37277 8.42455 5.30564
H66 -1.23184 7.54646 3.76278

---

| no. | electronic energy (Ha) |
| --- | --- |
| 1 | -4312.97305 |
| 2 | -3844.32822 |